1.
One molecule with the formula C4H6P2S at a distorted geometry, computed with ωB97M-V with the def2-TZVPD basis set.

Last columns: bonded neighbours and bond lengths (Å).
Cartesian coordinates (Å):
1 C 0.4169 -1.5751 -0.1739  C2 1.436, C3 1.349, H8 1.089
2 C -0.9441 -2.0240 -0.0835  C1 1.436, S7 1.768, H9 1.140
3 C 0.7435 -0.2760 -0.0112  C1 1.349, P5 1.745
4 C -1.1490 0.6170 0.3034  P6 1.765, S7 1.679
5 P 2.1116 0.7252 0.4012  C3 1.745, H10 1.526, H11 1.453
6 P -1.5657 2.2604 -0.1861  C4 1.765, H12 1.496, H13 1.449
7 S -2.1314 -0.7375 0.1606  C2 1.768, C4 1.679
8 H 1.0685 -2.4427 -0.2691  C1 1.089
9 H -1.4075 -2.9245 -0.6074  C2 1.140
10 H 2.2853 1.4008 -0.9557  P5 1.526
11 H 3.1149 -0.3211 0.3008  P5 1.453
12 H -0.1683 2.6662 0.1630  P6 1.496
13 H -2.3747 2.6313 0.9580  P6 1.449

Output
Charge ... 0
SMILES ... [PH2]#C/C=C\SC#[PH2]
Relative energy (zero: lowest compared OMol25 entry of this formula, charge and spin) ... 449.6 kJ/mol
Frontier orbital gap (alpha / beta) ... 6.890 / 6.864 eV

Here are the natural (NBO) charges for atoms 1 to 2, given in e:
1. C -0.323
2. C -0.508

=====

2.
A 2-piece molecular cluster, CH9N2OSi overall at a distorted geometry, computed with ωB97M-V with the def2-TZVPD basis set.

Last columns: bonded neighbours and bond lengths (Å).
Cartesian coordinates (Å):
1 C 0.4231 0.0706 0.1526  N2 1.354, N3 1.672, O4 1.297
2 N 0.4979 1.3012 -0.4070  C1 1.354, H7 0.997, H8 1.030
3 N 1.6877 -0.9471 -0.2462  C1 1.672, H9 1.083, H10 1.019, H11 0.980
4 O -0.6212 -0.6816 -0.0117  C1 1.297, Si5 1.809
5 Si -2.3165 -0.0660 -0.1475  O4 1.809, H12 1.393, H13 1.486, H14 1.461
6 H 0.8650 0.3169 1.9880  no bonds
7 H 1.3156 1.6695 -0.8432  N2 0.997
8 H -0.2168 1.9542 -0.0557  N2 1.030
9 H 1.1645 -1.6947 -0.8296  N3 1.083
10 H 2.3531 -0.4533 -0.8397  N3 1.019
11 H 2.1733 -1.4373 0.4494  N3 0.980
12 H -3.0649 -0.7293 0.8216  Si5 1.393
13 H -2.1835 1.3980 0.0675  Si5 1.486
14 H -2.2221 -0.2865 -1.5890  Si5 1.461

Output
Charge ... +1
Relative energy (zero: lowest compared OMol25 entry of this formula, charge and spin) ... 388.0 kJ/mol
Frontier orbital gap ... 9.351 eV

Here are the natural (NBO) charges for atoms 1 to 2, given in e:
1. C 0.648
2. N -0.899

=====

3.
One molecule with the formula C23H29NO4S, computed with ωB97M-V with the def2-TZVPD basis set.

Last columns: bonded neighbours and bond lengths (Å).
Cartesian coordinates (Å):
1 C -0.9635 5.4958 -0.8167  C2 1.522, H56 1.086, H57 1.088, H58 1.087
2 C 0.5224 5.1666 -0.8079  C1 1.522, H3 1.095, H4 1.092, O5 1.428
3 H 0.9748 5.5010 0.1316  C2 1.095
4 H 1.0328 5.6317 -1.6540  C2 1.092
5 O 0.7614 3.7666 -0.9608  C2 1.428, C6 1.338
6 C 0.6611 3.0080 0.1367  O5 1.338, O7 1.203, C8 1.525
7 O 0.3710 3.4431 1.2203  C6 1.203
8 C 1.0297 1.5578 -0.1588  C6 1.525, C9 1.545, C29 1.536, C38 1.547
9 C 2.5103 1.5598 -0.6014  C8 1.545, C10 1.523, H36 1.091, H37 1.090
10 C 3.1485 0.2052 -0.3262  C9 1.523, N11 1.456, H34 1.100, H35 1.096
11 N 3.2478 -0.0447 1.1050  C10 1.456, C12 1.453, C28 1.455
12 C 3.4521 -1.4474 1.4264  N11 1.453, C13 1.507, H26 1.094, H27 1.093
13 C 2.2624 -2.3321 1.1565  C12 1.507, C14 1.368, C17 1.411
14 C 1.2735 -2.5912 2.0656  C13 1.368, S15 1.712, H25 1.073
15 S -0.0158 -3.5147 1.4210  C14 1.712, C16 1.735
16 C 0.7705 -3.5852 -0.1238  S15 1.735, C17 1.374, C19 1.463
17 C 1.9706 -2.9174 -0.0933  C13 1.411, C16 1.374, H18 1.076
18 H 2.6160 -2.8787 -0.9532  C17 1.076
19 C 0.1957 -4.2595 -1.2874  C16 1.463, O20 1.214, C21 1.504
20 O 0.7728 -4.2616 -2.3550  C19 1.214
21 C -1.1426 -4.9107 -1.0697  C19 1.504, H22 1.088, H23 1.087, H24 1.089
22 H -1.0869 -5.6158 -0.2429  C21 1.088
23 H -1.4542 -5.4247 -1.9749  C21 1.087
24 H -1.8710 -4.1423 -0.8138  C21 1.089
25 H 1.2292 -2.2824 3.0921  C14 1.073
26 H 4.3040 -1.7948 0.8352  C12 1.094
27 H 3.7202 -1.5062 2.4848  C12 1.093
28 C 2.2026 0.6185 1.8698  N11 1.455, C29 1.529, H32 1.091, H33 1.096
29 C 0.8759 0.7155 1.1169  C8 1.536, C28 1.529, H30 1.091, H31 1.089
30 H 0.1242 1.1718 1.7622  C29 1.091
31 H 0.5342 -0.2857 0.8573  C29 1.089
32 H 2.0598 0.0817 2.8086  C28 1.091
33 H 2.5461 1.6282 2.1204  C28 1.096
34 H 2.5589 -0.5694 -0.8389  C10 1.100
35 H 4.1636 0.1803 -0.7398  C10 1.096
36 H 3.0655 2.3268 -0.0590  C9 1.091
37 H 2.5733 1.7920 -1.6649  C9 1.090
38 C 0.1446 1.0078 -1.3024  C8 1.547, C39 1.502, H54 1.092, H55 1.092
39 C -1.2362 0.6505 -0.8328  C38 1.502, C40 1.391, C44 1.384
40 C -2.1689 1.6383 -0.5347  C39 1.391, C41 1.380, H53 1.078
41 C -3.4156 1.2919 -0.0553  C40 1.380, C42 1.386, H52 1.080
42 C -3.7617 -0.0358 0.1406  C41 1.386, C43 1.388, H51 1.078
43 C -2.8432 -1.0310 -0.1648  C42 1.388, C44 1.394, O46 1.367
44 C -1.5877 -0.6763 -0.6559  C39 1.384, C43 1.394, H45 1.080
45 H -0.8954 -1.4676 -0.9028  C44 1.080
46 O -3.0652 -2.3720 -0.0201  C43 1.367, C47 1.407
47 C -4.2949 -2.7936 0.5192  O46 1.407, H48 1.089, H49 1.094, H50 1.095
48 H -4.2387 -3.8800 0.5728  C47 1.089
49 H -4.4495 -2.3908 1.5249  C47 1.094
50 H -5.1342 -2.5066 -0.1222  C47 1.095
51 H -4.7414 -0.2753 0.5222  C42 1.078
52 H -4.1368 2.0622 0.1756  C41 1.080
53 H -1.9153 2.6762 -0.6798  C40 1.078
54 H 0.0922 1.7598 -2.0920  C38 1.092
55 H 0.6238 0.1162 -1.7112  C38 1.092
56 H -1.0961 6.5732 -0.7776  C1 1.086
57 H -1.4301 5.1148 -1.7226  C1 1.088
58 H -1.4469 5.0523 0.0507  C1 1.087

Output
Charge ... 0
SMILES ... CCOC(=O)C1(Cc2cccc(OC)c2)CCN(Cc2csc(C(C)=O)c2)CC1
Relative energy (zero: lowest compared OMol25 entry of this formula, charge and spin) ... 72.1 kJ/mol
Frontier orbital gap ... 8.397 eV

Here are the natural (NBO) charges for atoms 1 to 2, given in e:
1. C -0.638
2. C -0.073

=====

4.
One molecule with the formula C4H3NO at a distorted geometry, computed with ωB97M-V with the def2-TZVPD basis set.

Last columns: bonded neighbours and bond lengths (Å).
Cartesian coordinates (Å):
1 C 1.3215 1.5331 -0.0905  C3 1.232, H7 1.115
2 C -0.0865 -1.3356 0.0278  C4 1.492, N5 1.278, H8 1.066
3 C 1.2461 0.3118 0.0517  C1 1.232, N5 1.364
4 C -0.7932 -0.1848 -0.6057  C2 1.492, O6 1.297
5 N 1.1518 -1.0448 0.1533  C2 1.278, C3 1.364
6 O -1.7977 0.4127 -0.0437  C4 1.297, H9 1.041
7 H 1.4492 2.6379 -0.1707  C1 1.115
8 H -0.4244 -2.3225 -0.1918  C2 1.066
9 H -2.0669 -0.0077 0.8697  O6 1.041

Output
Charge ... 0
Relative energy (zero: lowest compared OMol25 entry of this formula, charge and spin) ... 487.7 kJ/mol
Frontier orbital gap ... 8.141 eV

Here are the natural (NBO) charges for atoms 1 to 2, given in e:
1. C -0.239
2. C -0.054

=====

5.
One molecule with the formula C5H9N3O at a distorted geometry, computed with ωB97M-V with the def2-TZVPD basis set.

Last columns: bonded neighbours and bond lengths (Å).
Cartesian coordinates (Å):
1 C 1.0381 1.9226 -0.2787  C2 1.520, H6 1.151, H7 1.113, H8 1.096
2 C 0.0594 0.7647 -0.1723  C1 1.520, C3 1.342, N16 1.399
3 C -1.0764 0.7764 0.5431  C2 1.342, C4 1.513, H9 1.044
4 C -2.2060 -0.0972 0.0417  C3 1.513, N15 1.351, O18 1.343
5 C 1.2200 -1.2243 -0.3678  H12 1.191, N16 1.346, N17 1.363
6 H 1.7471 1.8194 -1.1793  C1 1.151
7 H 1.6683 1.5934 0.5776  C1 1.113
8 H 0.5259 2.8829 -0.1538  C1 1.096
9 H -1.2699 1.6775 1.0332  C3 1.044
10 H -0.7385 -1.3963 -0.7536  N15 1.017
11 H -2.3441 -1.9783 -0.9557  N15 1.109
12 H 1.9291 -2.0086 -0.9165  C5 1.191
13 H 1.0374 -0.1917 1.5274  N17 1.194
14 H 1.5763 -2.0349 1.4084  N17 0.975
15 N -1.6913 -1.2557 -0.4258  C4 1.351, H10 1.017, H11 1.109
16 N 0.6167 -0.2071 -1.0110  C2 1.399, C5 1.346
17 N 1.4366 -1.1725 0.9765  C5 1.363, H13 1.194, H14 0.975
18 O -3.5285 0.1297 0.1066  C4 1.343

Output
Charge ... 0
SMILES ... CC(=C/C(N)=O)/N=C\N
Relative energy (zero: lowest compared OMol25 entry of this formula, charge and spin) ... 351.4 kJ/mol
Frontier orbital gap ... 9.457 eV

Here are the natural (NBO) charges for atoms 1 to 2, given in e:
1. C -0.654
2. C 0.228

=====

6.
One molecule with the formula C3H9N3O at a distorted geometry, computed with ωB97M-V with the def2-TZVPD basis set.

Last columns: bonded neighbours and bond lengths (Å).
Cartesian coordinates (Å):
1 C 1.1834 -0.2245 -0.6133  C2 1.470, N4 1.414, H8 1.045, H9 1.053
2 C 0.4670 -1.5063 -0.6872  C1 1.470, N6 1.494, H10 1.073, H11 1.115
3 C -0.3402 1.3421 0.7309  N4 1.525, N5 1.439, O7 1.331, H12 1.046
4 N 0.8384 0.3814 0.6166  C1 1.414, C3 1.525, O7 1.451
5 N -1.0606 1.3380 1.9767  C3 1.439, H13 1.027, H14 0.977
6 N -0.9315 -1.0819 -0.9950  C2 1.494, H15 1.020, H16 0.987
7 O 0.8962 1.8310 0.6598  C3 1.331, N4 1.451
8 H 2.1784 -0.5170 -0.4859  C1 1.045
9 H 0.9843 0.3949 -1.4412  C1 1.053
10 H 0.9568 -1.9287 -1.5433  C2 1.073
11 H 0.6366 -2.2510 0.1245  C2 1.115
12 H -0.9639 1.5766 -0.0758  C3 1.046
13 H -0.3745 1.4598 2.7306  N5 1.027
14 H -1.8897 1.8524 1.9301  N5 0.977
15 H -1.5305 -1.9077 -1.0071  N6 1.020
16 H -1.0504 -0.7591 -1.9202  N6 0.987

Output
Charge ... 0
SMILES ... NCCN1O[C@@H]1N
Relative energy (zero: lowest compared OMol25 entry of this formula, charge and spin) ... 412.2 kJ/mol
Frontier orbital gap ... 10.088 eV

Here are the natural (NBO) charges for atoms 1 to 2, given in e:
1. C -0.258
2. C -0.219